1.
A 3-piece molecular cluster, C12H22ClN4 overall. Source: the OMol25 dataset; level of theory: ωB97M-V/def2-TZVPD.

Values from the calculation:
- LUMO level (eV) = -2.905
- energy relative to the best compared isomer or geometry (same formula, charge and spin) (kcal/mol) = 85.8
- largest force on an atom (hartree/bohr) = 0.0789
- HOMO level (Ha) = -0.25115

ORCA input file:
```
! RIJCOSX wB97M-V def2-TZVPD def2/J DEFGRID3
* xyz 1 1
C -4.74567 13.02521 5.45279
C -3.48422 13.95781 5.05950
N -2.36649 12.99431 4.59638
C -2.48109 11.90167 3.75938
C -1.25169 11.30047 3.82878
N -0.34640 12.11420 4.45991
C -1.14130 13.07135 5.12226
C 0.93478 11.67107 5.01471
H -4.43799 12.40294 6.29315
H -5.13822 12.36491 4.67948
H -5.53436 13.67857 5.82587
H -3.11007 14.48023 5.93995
H -3.76916 14.65513 4.27169
H -3.42212 11.47023 3.45159
H -0.94266 10.38668 3.34309
H -0.71508 13.85416 5.73214
H 1.70236 12.36780 4.67786
H 1.16547 10.61824 4.85211
H 0.90677 11.68844 6.10421
C 7.68722 5.73544 3.40767
C 8.62894 6.74416 2.66011
N 9.94416 6.09820 2.43096
C 11.07021 6.27487 3.22147
C 12.17921 5.71522 2.56994
N 11.71820 5.27637 1.33794
C 10.38604 5.60563 1.20620
C 12.46772 4.30936 0.45755
H 6.78850 6.26901 3.71701
H 8.16693 5.28275 4.27546
H 7.36217 4.91784 2.76426
H 8.82215 7.63630 3.25580
H 8.30091 7.13068 1.69517
H 10.86472 6.73422 4.17707
H 13.19388 5.49583 2.86782
H 9.79397 5.43267 0.31968
H 13.43486 4.01830 0.86745
H 12.50033 4.66170 -0.57342
H 11.93281 3.38037 0.26016
Cl 7.41280 12.52607 5.11296
*
```

2.
C11H20F6FeNO5Sb as an isolated structure. Source: the OMol25 dataset; level of theory: ωB97M-V/def2-TZVPD.

Values from the calculation:
- LUMO level (alpha / beta) (eV) = -9.927 / -10.855
- energy relative to the best compared isomer or geometry (same formula, charge and spin) (kcal/mol) = 103.0
- largest force on an atom (hartree/bohr) = 0.0241
- HOMO level (alpha / beta) (Ha) = -0.65951 / -0.66755

ORCA input file:
```
! RIJCOSX wB97M-V def2-TZVPD def2/J DEFGRID3
* xyz 2 5
Fe 0.65540 0.07779 -0.62436
C -0.75066 2.68188 1.60250
C -1.89270 1.29878 1.11910
O -1.50749 0.69183 -0.00679
C -2.18598 1.05011 -1.27790
C -1.83341 -0.05354 -2.23464
O -0.39270 -0.14747 -2.32920
C 0.09527 -1.39959 -2.92862
C -0.04651 -2.50516 -1.90630
O 0.27465 -1.86029 -0.65450
C 0.37888 -2.64326 0.55076
C 1.30359 -1.87846 1.46134
O 0.89480 -0.46556 1.41584
C 1.75802 0.34060 2.27763
C 0.94215 1.48702 2.80963
O 0.46105 2.18289 1.64169
H -1.24170 2.90203 2.55398
H -0.88541 3.35843 0.75834
H -2.81949 1.86807 1.06548
H -1.73691 0.68335 2.00010
H -1.81828 2.02477 -1.58945
H -3.26155 1.05965 -1.10844
H -2.24274 0.17568 -3.21957
H -2.23751 -1.00444 -1.88443
H 1.13818 -1.21166 -3.17233
H -0.46353 -1.60270 -3.84061
H 0.68239 -3.28651 -2.11685
H -1.04746 -2.92925 -1.83101
H 0.83619 -3.60645 0.32596
H -0.61644 -2.78874 0.97108
H 2.34307 -1.94109 1.14304
H 1.19404 -2.23475 2.48534
H 2.62918 0.66202 1.70749
H 2.10047 -0.24828 3.13000
H 1.56376 2.17141 3.38860
H 0.09500 1.15931 3.41534
F 2.45844 -0.15092 -0.84484
Sb 4.14560 -1.39802 -1.42546
F 3.31793 -1.19083 -3.08774
F 2.89290 -2.79033 -1.11672
F 5.53655 -2.49923 -1.89625
F 4.37266 -1.34887 0.43437
F 4.99307 0.22784 -1.60255
N 0.53115 3.06519 -1.17673
C 0.75376 1.94765 -0.97989
*
```

3.
C31H82AsF6KN6O8 as an isolated structure. Source: the OMol25 dataset; level of theory: ωB97M-V/def2-TZVPD.

Values from the calculation:
- LUMO level (eV) = -0.705
- largest force on an atom (hartree/bohr) = 0.0391
- HOMO level (Ha) = -0.28175

ORCA input file:
```
! RIJCOSX wB97M-V def2-TZVPD def2/J DEFGRID3
* xyz 0 1
K 2.12020 24.40027 -9.76352
As 5.87394 22.91068 -8.51818
F 4.49636 23.21169 -9.58494
F 6.08378 21.31411 -9.18909
F 7.19241 22.63483 -7.39629
F 5.62595 24.52000 -7.82860
F 4.76732 22.28744 -7.29654
F 6.94165 23.69105 -9.66958
C 5.93537 18.18159 -12.77340
C 6.88634 18.10704 -11.53257
C 5.93109 17.94779 -10.36756
C 6.50968 17.43779 -9.04952
C 7.23909 16.10670 -9.31800
C 8.25240 16.17368 -10.47344
N 7.68249 16.86134 -11.64905
O 8.48132 16.86232 -12.80736
C 9.53357 16.84154 -9.96408
C 8.57097 14.75549 -10.94846
C 7.67504 19.42305 -11.52399
H 5.46594 17.22176 -13.00004
H 6.47669 18.42765 -13.69406
H 5.22099 18.99776 -12.67789
H 5.54495 18.93306 -10.08170
H 5.07132 17.36454 -10.70286
H 5.73024 17.18497 -8.32836
H 7.11157 18.19212 -8.53571
H 6.36375 15.51438 -9.59791
H 7.74528 15.80300 -8.40352
H 9.39560 17.91735 -9.84762
H 9.97688 16.35989 -9.09595
H 10.21896 16.75719 -10.81416
H 7.71835 14.17018 -11.30101
H 9.20739 14.73993 -11.83809
H 9.13239 14.14981 -10.23354
H 7.71920 19.73776 -10.47889
H 6.98958 20.13264 -11.98985
H 8.60997 19.34273 -12.06902
H 7.89235 16.48070 -13.46665
C 9.40113 22.26207 -11.67302
O 10.55897 23.10741 -11.69293
H 8.58113 22.86504 -11.27235
H 9.07745 22.00490 -12.68699
H 9.57482 21.37038 -11.08161
H 10.27676 23.89018 -12.17362
C 5.91744 20.67185 -4.31547
O 7.19062 20.06428 -4.07174
H 5.51192 21.05595 -3.37894
H 6.08052 21.53247 -4.96198
H 5.24482 19.98643 -4.83027
H 7.11093 19.10893 -4.01898
C 6.28751 27.02040 -5.51110
C 6.26553 25.77614 -4.59363
C 4.83797 25.48863 -4.11693
O 4.86811 24.54788 -3.04800
C 3.53599 24.27624 -2.59106
N 6.80311 24.60094 -5.25976
H 7.05519 26.95330 -6.28177
H 6.58502 27.84797 -4.86548
H 5.33205 27.23388 -5.99370
H 6.83494 26.06711 -3.70665
H 4.26746 25.12049 -4.98089
H 4.32902 26.38234 -3.73219
H 3.00535 25.22533 -2.49950
H 3.63935 23.85610 -1.59119
H 3.12951 23.53000 -3.27580
H 6.33707 23.77445 -4.88122
H 6.24100 24.59254 -6.11865
C 1.70850 22.16362 -6.64940
C 1.79960 21.52570 -8.05272
C 1.48905 20.02986 -7.95791
O 2.44225 19.27027 -7.23705
C 3.73317 19.16380 -7.82423
N 0.80624 22.27752 -8.82983
H 2.28317 23.09487 -6.64417
H 2.21080 21.51097 -5.93521
H 0.70748 22.45153 -6.33009
H 2.81108 21.59081 -8.45121
H 1.44461 19.57988 -8.96087
H 0.53616 19.82562 -7.46577
H 4.09646 20.12672 -8.19370
H 3.66854 18.46131 -8.65769
H 4.52349 18.89476 -7.12670
H 0.61673 21.79379 -9.71159
H -0.07724 22.05513 -8.36830
C 3.02501 20.75828 -11.62324
C 2.49763 21.78662 -12.63937
C 2.05295 21.12227 -13.95464
O 1.83673 22.16536 -14.89144
C 1.73840 21.72290 -16.23008
N 1.36360 22.55093 -12.09889
H 4.04760 20.45235 -11.83594
H 2.42300 19.84518 -11.68035
H 2.98716 21.09485 -10.58843
H 3.30909 22.47565 -12.87690
H 1.13531 20.53173 -13.88316
H 2.89864 20.48721 -14.24628
H 2.65736 21.26693 -16.60294
H 1.43696 22.59237 -16.81033
H 0.93833 20.98647 -16.36765
H 0.59470 21.91141 -11.92837
H 1.10304 23.16275 -12.86844
C 5.42754 25.95291 -11.21344
C 4.46592 26.97760 -10.55747
C 4.93138 28.47231 -10.69048
O 6.18446 28.77805 -10.12202
C 6.33314 28.35674 -8.76658
N 3.20786 26.89108 -11.28375
H 5.58066 26.30595 -12.23786
H 5.02858 24.94448 -11.24207
H 6.38576 26.02591 -10.70279
H 4.40771 26.75523 -9.48870
H 4.15583 29.15085 -10.31240
H 5.00305 28.66199 -11.76404
H 5.39688 28.48147 -8.22045
H 7.19247 28.87170 -8.34493
H 6.61908 27.30119 -8.83284
H 2.67787 27.66421 -10.87309
H 3.34107 27.19525 -12.24376
C 9.01727 19.42599 -7.00691
C 9.82067 20.66141 -6.54455
C 10.31191 21.46949 -7.74297
O 11.14597 22.48818 -7.18566
C 11.69342 23.32698 -8.17612
N 9.04471 21.48922 -5.61730
H 8.63697 18.85058 -6.16310
H 9.62679 18.72854 -7.59134
H 8.17233 19.73953 -7.63034
H 10.66065 20.17346 -6.03775
H 9.50699 21.93495 -8.32225
H 10.93380 20.90808 -8.45138
H 10.94203 23.67135 -8.88994
H 12.50653 22.85174 -8.73751
H 12.15913 24.18505 -7.69052
H 8.34811 21.94273 -6.22586
H 8.37686 20.81271 -5.20240
*
```

4.
C28H47IrN5O3PS as an isolated structure. Source: the OMol25 dataset; level of theory: ωB97M-V/def2-TZVPD.

Values from the calculation:
- LUMO level (alpha / beta) (eV) = -9.086 / -9.986
- energy relative to the best compared isomer or geometry (same formula, charge and spin) (kcal/mol) = 8.6
- largest force on an atom (hartree/bohr) = 0.0342
- HOMO level (alpha / beta) (Ha) = -0.59737 / -0.62032

ORCA input file:
```
! RIJCOSX wB97M-V def2-TZVPD def2/J DEFGRID3
* xyz 3 2
Ir -0.52035 -0.47934 -0.05768
C 1.96534 3.44771 3.23571
C 0.51117 3.13778 3.03825
C -0.46420 3.97650 3.61111
C -1.83799 3.72767 3.48143
C -2.84340 4.62940 4.13321
C -2.24408 2.62229 2.76268
C -1.30270 1.76681 2.12036
C 0.08165 2.05600 2.31343
N -1.59996 0.70075 1.36377
C -2.90515 0.07060 1.06697
C -4.19086 0.50802 1.76879
C -5.36693 -0.33547 1.24128
C -5.51730 -0.09883 -0.26722
C -4.23665 -0.54704 -0.98730
C -3.98526 -2.03344 -0.71659
C -3.85868 -2.26838 0.79245
C -5.13303 -1.82052 1.51045
C -2.69572 -1.44034 1.34093
C -3.07768 0.29137 -0.44082
H 2.13547 3.92080 4.20119
H 2.31704 4.14086 2.46891
H 2.57712 2.54736 3.19288
H -0.13963 4.82817 4.19701
H -2.37715 5.53342 4.51691
H -3.32533 4.11994 4.96898
H -3.62042 4.91871 3.42630
H -3.29866 2.42543 2.69575
H 0.79549 1.36169 1.89455
H -4.41876 1.54927 1.53693
H -4.09627 0.39567 2.85089
H -6.26864 -0.00446 1.75745
H -5.72275 0.95529 -0.46996
H -6.36357 -0.67077 -0.65065
H -4.32718 -0.36729 -2.06159
H -3.07870 -2.36997 -1.22636
H -4.81516 -2.62297 -1.10939
H -3.66897 -3.32452 0.99196
H -5.05356 -2.00773 2.58378
H -5.98047 -2.40327 1.14501
H -1.75919 -1.83435 0.86116
H -2.57549 -1.58916 2.41520
H -3.22119 1.35654 -0.63372
H -2.11531 -0.00899 -0.98700
C 2.96542 1.39236 0.25651
O 1.71327 1.87257 -0.30977
P 0.76647 0.93571 -1.15414
O -0.18395 1.93505 -1.92834
C -0.74176 3.14386 -1.31988
O 1.62770 0.22263 -2.24312
C 2.53283 0.94995 -3.14474
H 3.64608 2.23757 0.24696
H 3.36472 0.57692 -0.34431
H 2.78571 1.06173 1.27750
H -1.25439 3.66346 -2.12214
H 0.07080 3.74818 -0.92729
H -1.43830 2.86226 -0.53303
H 3.40607 0.31759 -3.26288
H 2.80368 1.91231 -2.71683
H 2.01891 1.08022 -4.09182
C -2.28475 -0.01126 -4.73859
N -1.53112 -0.49981 -3.57278
C -1.21088 -1.73375 -3.23163
S -0.36915 -2.15148 -1.73517
N -1.45964 -2.81521 -3.95265
C -2.03190 -2.96392 -5.30076
H -2.32580 1.07088 -4.65060
H -3.30280 -0.39193 -4.73382
H -1.79007 -0.25874 -5.67323
H -1.15912 0.22919 -2.98315
H -1.15055 -3.67748 -3.52726
H -3.02740 -2.53625 -5.35938
H -2.11052 -4.03073 -5.48690
H -1.37580 -2.53138 -6.05237
C 0.41942 -1.22967 3.22383
C 1.23111 -1.68122 2.06643
N 1.02285 -1.50290 0.74855
C 2.07284 -2.11933 0.07199
C 2.89020 -2.68927 0.98361
N 2.34396 -2.40912 2.20822
H -0.40920 -0.61111 2.90139
H 1.03357 -0.65167 3.91537
H 0.02338 -2.09146 3.76394
H 2.15418 -2.10100 -0.99838
H 3.79654 -3.25822 0.87513
H 2.72221 -2.69567 3.10043
*
```

5.
A 2-piece molecular cluster, C24H34N4O2 overall. Source: the OMol25 dataset; level of theory: ωB97M-V/def2-TZVPD.

Values from the calculation:
- LUMO level (eV) = 0.450
- energy relative to the best compared isomer or geometry (same formula, charge and spin) (kcal/mol) = 30.4
- largest force on an atom (hartree/bohr) = 0.0361
- HOMO level (Ha) = -0.28780

ORCA input file:
```
! RIJCOSX wB97M-V def2-TZVPD def2/J DEFGRID3
* xyz 0 1
O 2.92040 -5.54672 -3.50216
O -0.80309 -6.20878 -3.54223
C 2.97039 -5.00946 -2.40673
C 0.04918 -6.08496 -2.67091
C -1.95194 1.03012 0.05347
C -2.36871 0.70324 1.34580
C -1.22914 2.20636 -0.16688
C -2.11908 7.17434 2.72950
C -0.92505 7.88913 2.83090
C -2.05870 1.55083 2.41469
C -0.92263 3.05608 0.90404
C -2.11295 5.78712 2.89874
C 0.27152 7.22615 3.09445
C -1.33468 2.73891 2.21121
C -0.91924 5.09535 3.16718
C 0.29090 5.82670 3.25542
N 1.42387 7.98934 3.21420
N 0.62936 -7.15517 -2.11105
N 0.30991 3.05894 3.92380
N 1.89575 -4.62422 -1.71387
C 4.30840 -4.75632 -1.75577
C 0.35152 -8.53635 -2.50188
C -0.96747 3.58855 3.41809
C -1.78019 -2.43360 -2.15041
C -1.25087 -2.04828 -4.53093
C 1.58835 5.11301 3.58513
C 1.52543 3.61191 3.31289
C -1.19408 -3.08536 -3.40742
C 0.26826 -3.53530 -3.20064
C 0.50021 -4.68226 -2.18634
H -2.19412 0.37589 -0.77848
H -2.93392 -0.20710 1.52117
H -0.90532 2.46431 -1.17069
H -3.04971 7.69542 2.52244
H -0.93084 8.96596 2.70237
H -2.37683 1.28099 3.41758
H -0.35397 3.96368 0.72118
H -3.04742 5.23837 2.82957
H 2.23061 7.54224 3.64282
H 1.30463 8.99043 3.35072
H 1.37144 -6.98601 -1.45322
H 0.30764 2.04225 3.86705
H 2.06401 -4.17681 -0.82812
H 5.08868 -5.19596 -2.37630
H 4.32790 -5.21161 -0.76796
H 4.46900 -3.68287 -1.67864
H 0.85862 -8.75324 -3.44423
H 0.70121 -9.22749 -1.73461
H -0.72262 -8.67229 -2.64674
H -1.72544 3.42236 4.19130
H -2.77883 -2.05480 -2.36739
H -1.14459 -1.61080 -1.82511
H -1.86563 -3.16854 -1.35255
H -0.65127 -1.17590 -4.27208
H -2.28327 -1.74252 -4.69905
H -0.86706 -2.48974 -5.45094
H 2.41014 5.53454 2.99963
H 1.81047 5.26946 4.64462
H 2.40864 3.12620 3.73940
H 1.53213 3.42663 2.23421
H -1.82060 -3.92762 -3.69111
H 0.84110 -2.66203 -2.88490
H 0.67223 -3.85734 -4.16215
H -0.11262 -4.47536 -1.31209
*
```

6.
A 2-piece molecular cluster, C4H7NO overall. Source: the OMol25 dataset; level of theory: ωB97M-V/def2-TZVPD.

Values from the calculation:
- LUMO level (eV) = 0.823
- energy relative to the best compared isomer or geometry (same formula, charge and spin) (kcal/mol) = 65.4
- largest force on an atom (hartree/bohr) = 0.0076
- HOMO level (Ha) = -0.31936

ORCA input file:
```
! RIJCOSX wB97M-V def2-TZVPD def2/J DEFGRID3
* xyz 0 1
C 2.04260 -0.45748 0.56770
C 0.72150 -0.30330 0.60072
N 0.05665 0.90959 0.90590
C -1.13227 0.77744 0.46871
C -1.41371 -0.61368 -0.03547
O -0.17504 -1.26121 0.19391
H 2.66498 0.36758 0.89132
H 0.47548 0.81974 -1.93684
H 2.48846 -1.33347 0.10913
H -1.81197 1.62365 0.38997
H -0.03464 1.23228 -1.60484
H -1.67353 -0.67598 -1.10239
H -2.20851 -1.08516 0.55219
*
```

7.
One molecule with the formula C6H5N5. Source: the OMol25 dataset; level of theory: ωB97M-V/def2-TZVPD.

Values from the calculation:
- LUMO level (eV) = -0.064
- energy relative to the best compared isomer or geometry (same formula, charge and spin) (kcal/mol) = 56.9
- largest force on an atom (hartree/bohr) = 0.1728
- HOMO level (Ha) = -0.36872

ORCA input file:
```
! RIJCOSX wB97M-V def2-TZVPD def2/J DEFGRID3
* xyz 0 1
C -1.91382 -1.06496 0.97572
C 0.10352 0.14552 0.15574
C 0.12621 -0.48145 -1.22227
C 1.18349 -0.08798 -1.83358
C 2.06692 0.82421 -1.37913
C 0.96083 1.07892 0.50721
H -1.62994 -1.90516 0.32266
H -0.74768 -1.00139 -1.50751
H 1.32526 -0.60203 -3.01664
H 2.90854 0.71657 -2.00248
H 1.08742 1.32282 1.62424
N -2.68483 -1.03518 2.05499
N -2.38158 0.15495 2.58500
N -1.43055 0.68734 2.04310
N -1.00004 -0.12626 0.98853
N 2.02626 1.37406 -0.29557
*
```

8.
One molecule with the formula CHCl3. Source: the OMol25 dataset; level of theory: ωB97M-V/def2-TZVPD.

Values from the calculation:
- LUMO level (eV) = 0.120
- energy relative to the best compared isomer or geometry (same formula, charge and spin) (kcal/mol) = 8.2
- largest force on an atom (hartree/bohr) = 0.0390
- HOMO level (Ha) = -0.41828

ORCA input file:
```
! RIJCOSX wB97M-V def2-TZVPD def2/J DEFGRID3
* xyz 0 1
C -7.06832 15.75847 -15.28006
Cl -5.80915 14.57585 -15.94999
Cl -7.51338 17.17705 -16.35542
Cl -6.74776 16.33054 -13.61202
H -7.87612 15.04832 -15.10333
*
```

Sequential E output: -31274.3698; -80670.2044; -152265.4965; -66333.8236; -35496.6320; -7796.8094; -13749.1553; -38620.0005 eV